[1]
The following is a quantum chemistry calculation of one molecule with the formula C4H10N2, from the OMol25 dataset.

Properties
gap between HOMO and LUMO	9.2	eV
HOMO	-8.08	eV
relative energy (zero: lowest compared OMol25 entry of this formula, charge and spin)	108.15	kcal/mol
SMILES string	C1CNCCN1
LUMO energy	1.1	eV

ORCA input file:
```
! RIJCOSX wB97M-V def2-TZVPD def2/J DEFGRID3
* xyz 0 1
C 0.53820 0.34935 1.19334
C 0.47511 1.26043 0.01827
N 0.82466 0.47784 -1.21366
C -0.25942 -0.40463 -1.26371
C -0.74013 -1.18417 -0.04596
N -0.75523 -0.48244 1.26642
H 0.67195 0.90939 2.03927
H 1.49141 -0.27992 1.66471
H 1.40147 2.03181 0.09446
H -0.57885 1.77046 0.17737
H 1.75374 -0.14011 -1.25699
H -0.54293 -0.89306 -2.30968
H -1.01098 0.34334 -1.29169
H -0.08935 -2.17018 -0.14398
H -1.88497 -1.49915 -0.26762
H -1.78005 -0.16632 1.51323
*
```

[2]
The following is a quantum chemistry calculation of one molecule with the formula C2HBrF2O, from the OMol25 dataset.

Properties
gap between HOMO and LUMO	10.6	eV
HOMO	-10.61	eV
relative energy (zero: lowest compared OMol25 entry of this formula, charge and spin)	17.19	kcal/mol
SMILES string	O=CC(F)(F)Br
LUMO energy	0.0	eV

ORCA input file:
```
! RIJCOSX wB97M-V def2-TZVPD def2/J DEFGRID3
* xyz 0 1
O -0.40650 1.43775 -0.99572
C -0.35504 0.27412 -0.66607
C -1.73276 -0.67107 -0.36288
F -1.44291 -1.51060 0.56407
F -1.97963 -1.28483 -1.47594
Br -3.32958 0.37810 0.22854
H 0.45022 -0.42874 -0.54720
*
```

[3]
The following is a quantum chemistry calculation of C15H14Co2NO9P as an isolated structure, from the OMol25 dataset.

Properties
gap between HOMO and LUMO	2.2	eV
HOMO	1.98	eV
relative energy (zero: lowest compared OMol25 entry of this formula, charge and spin)	101.33	kcal/mol
LUMO energy	4.1	eV

ORCA input file:
```
! RIJCOSX wB97M-V def2-TZVPD def2/J DEFGRID3
* xyz -2 1
C 1.46751 -2.38110 3.95378
C 1.05858 -1.56543 2.75799
O 1.02507 -2.42054 1.56784
P 1.23625 -1.77746 0.12805
C -0.45518 -1.20611 -0.48001
C -0.13797 -0.35165 -1.61813
N 0.07251 0.55745 -2.34525
O 2.20321 -0.66243 0.02256
O 1.57391 -3.07762 -0.75791
C 2.81751 -3.82478 -0.47562
C 3.20911 -4.65169 -1.67189
H 1.41034 -1.75107 4.83948
H 0.82702 -3.24773 4.09819
H 2.49422 -2.73079 3.86425
H 0.04373 -1.15746 2.85976
H 1.76829 -0.74673 2.56302
H -0.78144 -2.22534 -0.81126
H 3.62449 -3.12557 -0.20345
H 2.65704 -4.46680 0.40160
H 4.14769 -5.16217 -1.47269
H 2.45750 -5.41009 -1.86989
H 3.34988 -4.01623 -2.54167
O -4.90704 4.49276 1.00911
C -4.05275 4.19684 0.29858
Co -2.83262 3.73857 -0.89982
C -4.03932 4.55871 -1.94134
O -4.83713 5.14096 -2.52920
C -1.64384 5.08046 -0.80032
O -0.90695 5.97042 -0.78251
C -2.14062 2.17980 0.31284
C -1.63916 0.97884 0.06859
C -1.58873 -0.46344 0.29146
Co -0.67145 2.20521 -0.90913
C -1.89508 2.60358 -2.34267
O -2.19169 2.40465 -3.46218
C 0.79169 2.03440 0.14163
O 1.60655 2.04887 0.95361
C 0.33493 3.29028 -1.95960
O 0.94946 3.91530 -2.70778
H -2.23009 2.60109 1.33608
H -2.49830 -0.85618 -0.24280
H -1.67713 -0.71981 1.35668
*
```

[4]
The following is a quantum chemistry calculation of one molecule with the formula C3H4ClFO, from the OMol25 dataset.

Properties
gap between HOMO and LUMO	10.6	eV
HOMO	-9.80	eV
relative energy (zero: lowest compared OMol25 entry of this formula, charge and spin)	32.01	kcal/mol
SMILES string	O[C@@H]1C[C@@]1(F)Cl
LUMO energy	0.8	eV

ORCA input file:
```
! RIJCOSX wB97M-V def2-TZVPD def2/J DEFGRID3
* xyz 0 1
O 1.16108 1.15303 0.95158
C 0.43417 0.00325 0.65707
C 0.28402 -0.67669 -0.73314
C -0.88251 -0.00087 -0.10287
F -1.21573 1.23912 -0.51178
Cl -2.31449 -0.88789 0.34499
H 1.17138 1.92224 0.24638
H 0.49850 -0.73103 1.49082
H 0.49905 -0.30539 -1.63743
H 0.36453 -1.71578 -0.70562
*
```

[5]
The following is a quantum chemistry calculation of a 3-piece molecular cluster, C38H55INO7PS2 overall, from the OMol25 dataset.

Properties
gap between HOMO and LUMO	7.2	eV
HOMO	-7.85	eV
relative energy (zero: lowest compared OMol25 entry of this formula, charge and spin)	299.94	kcal/mol
SMILES string	C=CCc1cc([PH2]=S)c2c(c1CCCI)Sc1cc(CCCCCCCCCCCCCC)ccc1N2O.O=C1OCCO1.O=C1OCCO1
LUMO energy	-0.7	eV

ORCA input file:
```
! RIJCOSX wB97M-V def2-TZVPD def2/J DEFGRID3
* xyz 0 1
C 10.47801 -4.77946 1.93104
C 9.59402 -3.92823 1.03742
C 9.99599 -2.34230 0.93739
C 8.87764 -1.38371 0.21734
C 9.01025 -1.16408 -1.40969
C 7.96393 -0.20705 -2.26677
P 8.28473 -0.12568 -4.17070
S 9.53280 1.37766 -4.47639
C 6.72194 0.62161 -1.50812
C 6.60177 0.36930 0.10039
C 7.63301 -0.61936 0.97067
C 7.45871 -0.87720 2.60664
C 6.04522 -1.63747 2.94008
C 5.39499 -1.29312 4.40464
I 5.15400 0.83587 4.84523
S 5.26385 1.22423 1.08379
C 4.31471 2.23155 -0.16810
C 3.04252 3.13920 0.37402
C 2.16363 4.08139 -0.64130
C 0.90686 5.04733 -0.11246
C 0.32241 4.34008 1.25711
C -1.13677 4.94324 1.75066
C -1.87234 3.69365 2.58160
C -2.71334 2.69886 1.57175
C -4.13990 2.33017 2.29104
C -4.67994 0.81028 1.99046
C -6.05429 0.61733 2.91727
C -7.32579 1.13141 2.00797
C -8.13276 -0.25012 1.52159
C -7.67824 -0.70171 0.00360
C -8.16468 -2.28247 -0.19678
C -8.35550 -2.67329 -1.79167
C -7.26212 -1.96708 -2.78949
C 2.55179 4.06146 -2.23498
C 3.81399 3.15233 -2.75381
C 4.75092 2.20346 -1.74041
N 5.88549 1.48484 -2.39568
O 6.73079 2.47735 -2.82246
H 11.10378 -5.69142 1.49483
H 10.63972 -4.54511 3.07479
H 8.72583 -4.46138 0.46056
H 10.29461 -1.94170 2.01059
H 10.98757 -2.27143 0.27651
H 9.89022 -1.71864 -1.98381
H 7.02961 0.25496 -4.78700
H 8.79370 -1.39020 -4.69362
H 7.60445 0.16054 3.12686
H 8.32107 -1.58019 3.03967
H 6.29516 -2.80474 2.95558
H 5.21110 -1.50564 2.12610
H 5.94014 -1.84247 5.31330
H 4.29572 -1.75888 4.39568
H 2.81291 3.10074 1.52859
H 1.43559 6.07205 0.19635
H 0.09639 5.23697 -0.93447
H 1.05408 4.44295 2.16814
H 0.16773 3.19289 1.00071
H -1.75436 5.24696 0.79921
H -1.03717 5.84469 2.49751
H -2.49259 4.10290 3.48691
H -0.97637 3.05186 3.01245
H -2.90519 3.26724 0.54106
H -2.12885 1.70419 1.33777
H -4.00262 2.46823 3.45735
H -4.93681 3.10707 1.89135
H -4.97309 0.64927 0.84966
H -3.88898 -0.03674 2.23369
H -6.16189 -0.49014 3.29072
H -5.93182 1.36880 3.83095
H -6.97651 1.68652 1.02374
H -8.02767 1.86672 2.61530
H -7.97334 -1.15156 2.26117
H -9.30050 -0.00403 1.53943
H -6.50785 -0.70351 -0.16006
H -8.14346 0.03083 -0.78377
H -7.34224 -2.99769 0.28267
H -9.20517 -2.36338 0.37447
H -9.41895 -2.32217 -2.13896
H -8.32961 -3.84635 -1.93062
H -6.21360 -1.89623 -2.25810
H -7.20263 -2.57398 -3.81471
H -7.62625 -0.86760 -3.07650
H 1.90020 4.75276 -2.94627
H 4.07790 3.17250 -3.91107
H 7.18070 2.75984 -1.94971
O -1.10650 -3.34939 1.08405
C -0.07318 -3.26644 1.72674
O -0.01595 -3.17155 3.08732
C 1.34264 -3.32403 3.45329
C 2.07868 -2.92206 2.21650
O 1.17693 -3.25543 1.17832
H 1.58738 -2.68836 4.30867
H 1.52040 -4.36994 3.72451
H 2.27814 -1.84588 2.17980
H 3.02199 -3.46256 2.09945
O -9.95149 -0.42816 -4.08896
C -9.66594 -0.76636 -5.22552
O -9.89231 -2.01012 -5.74060
C -9.63580 -1.93252 -7.13026
C -8.70920 -0.76569 -7.24384
O -9.07722 0.05001 -6.14779
H -9.18423 -2.85978 -7.49347
H -10.58227 -1.76772 -7.65573
H -7.65848 -1.05386 -7.13324
H -8.83251 -0.22669 -8.18720
*
```

[6]
The following is a quantum chemistry calculation of a 6-piece molecular cluster, C16H47N3O7 overall, from the OMol25 dataset.

Properties
gap between HOMO and LUMO	9.6	eV
HOMO	-9.14	eV
relative energy (zero: lowest compared OMol25 entry of this formula, charge and spin)	34.00	kcal/mol
SMILES string	COC[C@H](C)N.COC[C@H](C)N.COC[C@H](C)N.OCCO.CO.CO
LUMO energy	0.4	eV

ORCA input file:
```
! RIJCOSX wB97M-V def2-TZVPD def2/J DEFGRID3
* xyz 0 1
C -4.11938 3.31289 2.39548
O -2.73010 3.24073 2.06968
C -2.65523 3.49480 0.67160
C -1.15514 3.50508 0.19747
C -0.26724 4.48994 1.03547
N -1.04654 3.68607 -1.26467
H -4.49833 4.35789 2.22919
H -4.21704 3.04600 3.44548
H -4.61695 2.53015 1.80369
H -3.25459 2.74050 0.14208
H -3.12071 4.47446 0.46404
H -0.88841 2.47266 0.50610
H -0.52226 4.33673 2.10900
H -0.42168 5.51415 0.75131
H 0.80621 4.31661 0.87022
H -0.54035 4.56604 -1.35748
H -0.35961 3.04464 -1.65159
C -0.13933 -3.39427 -1.21956
O -0.37265 -3.63697 -2.56432
C 0.82674 -3.34845 -3.30202
C 0.36702 -3.12939 -4.71876
C -0.43658 -4.28350 -5.22876
N 1.50602 -2.85999 -5.62706
H 0.46729 -4.18678 -0.82520
H -1.08298 -3.35160 -0.71120
H 0.32309 -2.38376 -0.98790
H 1.27195 -2.41541 -2.77508
H 1.53196 -4.19909 -3.25860
H -0.23372 -2.16749 -4.86408
H -1.28161 -4.56675 -4.59885
H 0.12592 -5.21609 -5.47050
H -0.92088 -4.08809 -6.18682
H 1.89053 -3.71824 -6.01387
H 2.21813 -2.28169 -5.24562
C 0.76354 2.59153 5.02940
O 0.65282 1.86101 3.83137
C 0.98424 0.49521 3.92944
C -0.07736 -0.41734 3.34128
C 0.15674 -1.87878 3.51643
N -0.30549 -0.21206 1.89389
H 1.84170 2.54593 5.33423
H 0.16292 2.13945 5.81449
H 0.42813 3.62734 4.94330
H 1.96626 0.37832 3.44874
H 1.13327 0.27904 5.00321
H -0.99886 -0.07452 3.78700
H 1.08118 -2.26919 3.08129
H -0.68444 -2.43587 3.10071
H 0.29181 -2.27338 4.48546
H -0.36660 0.79366 1.59920
H 0.53383 -0.63163 1.44679
O 2.37352 -2.16509 0.74693
C 2.46257 -1.23574 -0.24875
C 3.58993 -0.31345 0.18399
O 3.47489 0.96201 -0.49791
H 1.70315 -2.84913 0.54713
H 2.69181 -1.61319 -1.22528
H 1.56665 -0.68167 -0.33258
H 4.52623 -0.85638 0.04332
H 3.38650 -0.23961 1.24570
H 3.79479 1.66843 0.03299
C -3.00749 -1.12061 0.28757
O -2.14338 -1.95666 1.00888
H -2.66815 -0.05557 0.34449
H -3.05991 -1.42986 -0.77345
H -4.04670 -1.26496 0.59090
H -1.53921 -1.31783 1.43387
C 1.03769 0.92510 -3.28745
O 0.85117 1.25999 -1.91966
H 1.45246 1.72359 -3.91703
H 1.71741 0.11671 -3.41681
H 0.08759 0.70997 -3.75677
H 1.73121 1.31344 -1.49519
*
```